(one)
Entry from OMol25: 2 unconnected molecules or ions with the total composition C3H11NO2 (ωB97M-V/def2-TZVPD).

Results
SMILES = CCNCO.O

CARTESIAN COORDINATES (ANGSTROEM)
O 0.60008 -1.49405 2.87559
O -2.51880 0.31252 -1.55798
N -0.54788 0.33118 -0.23162
C 1.83847 0.34894 -0.06706
C 0.66667 0.41910 -1.04073
C -1.68135 -0.43474 -0.69720
H 1.96077 1.34174 0.39836
H 0.60966 -0.46912 -1.66819
H -0.86808 1.23703 0.08736
H 2.85832 0.34448 -0.49851
H 1.02498 -0.83126 3.44013
H 1.82328 -0.53017 0.54815
H 0.74331 1.36339 -1.59278
H 0.10475 -0.91862 2.28993
H -1.27617 -1.22722 -1.35664
H -3.05804 0.96298 -1.10654
H -2.27998 -0.75618 0.17771

Results of the Löwdin charge analysis, in e, for atoms 1 through 5: O -0.0675; O -0.0640; N -0.0845; C -0.1112; C -0.2665

---

(two)
Entry from OMol25: 3 unconnected molecules or ions with the total composition C3H11NO2 (ωB97M-V/def2-TZVPD).

Results
SMILES = C=C(C)N.O.O

CARTESIAN COORDINATES (ANGSTROEM)
O -2.75071 -0.41699 0.28030
O -0.63389 2.33684 -1.92336
N 0.85975 1.00286 0.67352
C 0.93461 -0.73076 -0.82787
C 0.74509 -0.38276 0.46708
C 0.80907 -1.43978 1.53361
H 1.53142 -1.67567 -1.04711
H -1.65237 2.50853 -1.88688
H 0.08772 -0.28750 -1.56136
H -1.83213 -0.06075 0.48521
H -2.60708 -1.34202 0.13056
H 1.68877 1.20596 1.17633
H 0.86314 1.48872 -0.24168
H 0.04252 -0.99837 2.21916
H 1.71701 -1.59698 2.14338
H -0.32267 2.79119 -2.70956
H 0.51974 -2.40251 1.08866

Results of the Löwdin charge analysis, in e, for atoms 1 through 5: O -0.0777; O -0.1002; N 0.0439; C -0.0273; C -0.5185

---

Last place for stability: (two)

---

(one)
Entry from OMol25: 2 unconnected molecules or ions with the total composition C4H9NSi (ωB97M-V/def2-TZVPD).

Results
SMILES = C=CN=[SiH2].C=C

CARTESIAN COORDINATES (ANGSTROEM)
Si 0.04213 0.28147 -0.37925
N 1.20225 0.55606 0.73426
C 2.39878 0.29841 1.24654
C 3.60984 0.70541 0.83002
C -3.12413 1.40103 -0.39648
C -3.90804 0.50263 -0.95080
H 2.39086 -0.20812 2.18308
H 4.45103 0.44708 1.49018
H -3.63438 2.10179 -0.18147
H -0.65872 -1.02479 -0.52868
H -2.08189 1.48189 -0.45750
H 3.89806 1.46308 0.17540
H -4.99956 0.61860 -1.07225
H 0.03430 1.16633 -1.58359
H -3.56306 -0.50358 -1.35696

Results of the Löwdin charge analysis, in e, for atoms 1 through 5: Si 0.7153; N -0.2171; C -0.4210; C -0.0182; C -0.0580

---

(two)
Entry from OMol25: a single C4H9NSi molecule (ωB97M-V/def2-TZVPD).

Results
SMILES = [SiH3]N1C=CCC1

CARTESIAN COORDINATES (ANGSTROEM)
Si -2.18102 -0.21108 -0.02294
N -0.48062 -0.16746 0.15964
C 1.66365 -1.01078 -0.17849
C 0.40168 -1.29504 -0.13705
C 0.43203 0.86845 0.50244
C 1.85172 0.45086 0.08604
H 2.47576 0.71563 0.91848
H 0.45886 1.18325 1.63100
H 0.09100 1.85046 0.13094
H -2.16930 -0.95999 -1.34484
H 2.48269 -1.54562 -0.51414
H -0.12235 -2.27990 -0.32894
H -2.87928 1.02947 0.17968
H 2.38123 0.81168 -0.74842
H -2.80131 -1.23175 1.05378

Results of the Löwdin charge analysis, in e, for atoms 1 through 5: Si 0.5854; N -0.3146; C -0.1056; C -0.1541; C -0.2572

---

Last place for stability: (one)

---

(one)
Entry from OMol25: 2 unconnected molecules or ions with the total composition CH2N2O3 (ωB97M-V/def2-TZVPD).

CARTESIAN COORDINATES (ANGSTROEM)
O 0.68087 1.61319 -0.22349
O 2.41217 0.27357 -0.09040
O 0.97308 -1.62991 0.06228
N 1.24843 0.57360 0.00251
N 0.38447 -0.57313 0.23536
C -1.67687 -0.15767 -0.21533
H -1.96054 0.81670 -0.11248
H -2.06162 -0.91635 0.34156

Results of the Löwdin charge analysis, in e, for atoms 1 through 5: O 0.0762; O 0.1064; O 0.0287; N -0.4113; N -0.0931

---

(two)
Entry from OMol25: a single CH2N2O3 molecule (ωB97M-V/def2-TZVPD).

Results
SMILES = NC(=O)n1oo1

CARTESIAN COORDINATES (ANGSTROEM)
O -1.78618 -0.63907 -0.74546
O 0.46344 1.24956 1.22927
O 0.05999 0.10068 1.84246
N 0.53123 -0.38222 -0.81039
N -0.76929 0.75104 0.95571
C -0.68660 -0.31656 -0.39477
H 1.30594 0.22854 -0.47797
H 0.88147 -0.99198 -1.59886

Results of the Löwdin charge analysis, in e, for atoms 1 through 5: O 0.1008; O -0.0625; O -0.0411; N 0.1728; N 0.0126

---

(three)
Entry from OMol25: a single CH2N2O3 molecule (ωB97M-V/def2-TZVPD).

Results
SMILES = O=c1[nH]on1O

CARTESIAN COORDINATES (ANGSTROEM)
O -0.36405 -1.81377 0.11691
O -0.97601 0.46275 0.31195
O 2.33860 -0.25302 0.12514
N 0.21678 1.27991 0.22731
N -0.13999 -0.68792 0.66544
C 0.95980 0.13486 0.34872
H 0.07068 1.80491 -0.60562
H 0.03776 -2.03019 -0.76899

Results of the Löwdin charge analysis, in e, for atoms 1 through 5: O 0.0800; O -0.0235; O -0.0995; N 0.1414; N -0.1290

---

(four)
Entry from OMol25: a single CH2N2O3 molecule (ωB97M-V/def2-TZVPD).

CARTESIAN COORDINATES (ANGSTROEM)
O -1.37667 0.83689 -0.29845
O 0.13086 -1.85372 -0.06942
O 1.38068 -0.25222 -1.01726
N 0.09233 0.27438 0.85156
N -0.43047 1.44583 0.36568
C 0.58470 -0.60765 -0.19660
H -0.61650 -1.85704 0.55081
H 0.23506 2.01353 -0.18633

Results of the Löwdin charge analysis, in e, for atoms 1 through 5: O 0.0015; O 0.1370; O 0.1323; N 0.1328; N -0.0903

---

Last place for stability: (one)

---

(one)
Entry from OMol25: 2 unconnected molecules or ions with the total composition C3H6S2 (ωB97M-V/def2-TZVPD).

CARTESIAN COORDINATES (ANGSTROEM)
S -2.23638 0.18296 -0.94678
S -2.81584 -1.04333 0.74742
C -1.06041 -0.56681 -1.74866
C 1.40983 0.52120 -0.02423
C 2.07564 0.01244 0.98577
H 1.75353 0.35251 -1.00026
H -0.82391 0.14321 -2.54318
H -3.42928 -0.11067 1.42897
H 1.62317 0.00260 1.95939
H 0.42978 0.79975 0.24462
H 3.07388 -0.29385 0.89694

Results of the Löwdin charge analysis, in e, for atoms 1 through 5: S 0.4538; S 0.3383; C -0.4787; C -0.0851; C -0.0591

---

(two)
Entry from OMol25: 2 unconnected molecules or ions with the total composition C3H6S2 (ωB97M-V/def2-TZVPD).

Results
SMILES = SC1=CC1.S

CARTESIAN COORDINATES (ANGSTROEM)
S 0.25537 -2.05948 -0.20343
S -2.80269 0.04980 0.71959
C 1.15283 0.72981 -0.90922
C 1.11950 -0.59863 -0.13007
C 1.59719 0.44997 0.48194
H 0.36854 1.34899 -1.22306
H 2.31069 0.86125 1.23905
H -2.52373 -0.34962 1.88236
H -3.90392 0.87664 1.25214
H 1.98745 0.68494 -1.54811
H 0.43878 -1.99367 -1.56119

Results of the Löwdin charge analysis, in e, for atoms 1 through 5: S 0.7734; S 0.4351; C -0.1513; C -0.6917; C -0.0804

---

Last place for stability: (one)

---

(one)
Entry from OMol25: a molecular structure, C3H6S2 (ωB97M-V/def2-TZVPD).

CARTESIAN COORDINATES (ANGSTROEM)
S 1.71311 -1.32475 -0.33118
S -2.04802 -0.71747 -0.36415
C 0.66175 1.37372 -0.12013
C 0.67043 -0.22846 0.22732
C -0.57625 -1.00825 0.78674
H -1.03688 -0.97184 -1.77394
H 0.15897 2.09631 0.73956
H 1.73567 1.90013 -0.47779
H -0.22254 -2.20860 0.66841
H -0.14065 1.69221 -1.06854
H -0.91559 -0.60302 1.71370

Results of the Löwdin charge analysis, in e, for atoms 1 through 5: S 0.6966; S 0.5215; C -0.1754; C -0.8871; C -0.6574

---

(two)
Entry from OMol25: 2 unconnected molecules or ions with the total composition C3H6S2 (ωB97M-V/def2-TZVPD).

CARTESIAN COORDINATES (ANGSTROEM)
S -2.33807 0.89416 -0.21387
S -3.01846 -0.95954 -0.60590
C 0.84695 1.27170 -0.19628
C 1.08355 0.12034 0.05608
C 1.28552 -1.22336 0.38797
H 1.80441 -1.51301 -0.48898
H -1.35502 0.67269 0.76037
H 0.28550 -1.61451 0.55707
H -1.22709 1.16202 -1.00692
H 0.80234 2.29902 -0.53096
H 1.83037 -1.10950 1.28143

Results of the Löwdin charge analysis, in e, for atoms 1 through 5: S 0.2905; S -0.1149; C 0.0337; C -0.2577; C -0.0722

---

Last place for stability: (one)

---

(one)
Entry from OMol25: a gas-phase ion, C5H7N2O (charge +1) (ωB97M-V/def2-TZVPD).

Results
net charge = +1
SMILES = c1noc2c1C[NH2+]C2

CARTESIAN COORDINATES (ANGSTROEM)
O 2.81989 -1.08538 -0.08687
N 3.51033 0.09382 -0.09456
N -0.80437 -0.32379 -0.30620
C -0.01627 -1.51164 0.15399
C -0.11486 0.91357 0.14207
C 2.67313 1.06781 -0.02100
C 1.36802 0.58251 0.10656
C 1.57709 -0.78425 0.12622
H -0.30920 1.57697 -0.61242
H -0.20236 -2.29903 -0.42943
H 2.98817 2.09715 -0.20877
H -0.41795 1.13080 1.07442
H -0.87711 -0.48916 -1.34153
H -1.69009 -0.55140 0.21630
H -0.19571 -1.78280 1.13967

Results of the Löwdin charge analysis, in e, for atoms 1 through 5: O 0.0718; N 0.1089; N 0.0677; C 0.0678; C -0.0207

---

(two)
Entry from OMol25: a gas-phase ion, C5H7N2O (charge +1) (ωB97M-V/def2-TZVPD).

Results
net charge = +1
SMILES = C/[NH+]=C/NC#CC=O

CARTESIAN COORDINATES (ANGSTROEM)
O -0.12201 -0.70556 2.55488
N 0.70179 0.07961 -1.55355
N -1.41109 0.75997 -0.72298
C 2.05336 -0.30007 -1.24832
C -2.00261 0.57231 0.50772
C -0.15800 0.32222 -0.60526
C -1.96162 0.16986 1.65423
C -1.28035 -0.40596 2.80454
H 2.66760 0.53374 -1.14612
H 0.23165 0.20516 0.39670
H 2.47769 -0.96009 -2.12180
H 2.02137 -0.90390 -0.28916
H 0.43378 0.21137 -2.46424
H -1.92134 1.06135 -1.51737
H -1.73022 -0.64002 3.75074

Results of the Löwdin charge analysis, in e, for atoms 1 through 5: O 0.0591; N 0.0577; N 0.1387; C -0.0163; C -0.0151

---

Last place for stability: (one)

---

(one)
Entry from OMol25: 2 unconnected molecules or ions with the total composition C5H14 (ωB97M-V/def2-TZVPD).

Results
net charge = -1
multiplicity = 2
expectation value of S² = 0.750

CARTESIAN COORDINATES (ANGSTROEM)
C -2.24925 1.90027 0.00522
C 2.06847 -0.26635 1.36422
C 0.93502 -1.42658 -0.59305
C 2.12982 -1.47226 0.49513
C -2.55973 0.85893 -1.06188
H -3.01034 2.13949 0.76621
H -1.45101 1.73261 0.68623
H 2.31344 -2.37542 0.86508
H 1.21123 -1.39660 -1.62601
H -3.06315 1.15241 -2.01713
H -1.96732 2.82241 -0.40846
H 3.06680 -1.37090 -0.10596
H 0.11779 -2.25862 -0.61745
H -1.44423 0.58942 -1.54496
H 1.14830 -0.28080 1.91583
H -2.91259 -0.17221 -0.72437
H 0.52100 -0.45697 -0.38627
H 2.31238 0.68255 0.86630
H 2.83340 -0.40139 2.12134

Results of the Löwdin charge analysis, in e, for atoms 1 through 5: C -0.3642; C -0.3432; C -0.1800; C -0.3687; C -0.2692

---

(two)
Entry from OMol25: 2 unconnected molecules or ions with the total composition C5H14 (ωB97M-V/def2-TZVPD).

Results
net charge = -1
multiplicity = 2
expectation value of S² = 0.750

CARTESIAN COORDINATES (ANGSTROEM)
C 0.20980 1.22251 -0.01479
C -0.44896 1.83455 1.12678
C -1.29715 -2.64970 -0.68742
C 1.41642 1.99177 -0.28715
C 0.06231 -2.36593 -0.12272
H 0.63218 -2.24846 -1.02192
H 2.38114 1.71858 -0.81390
H -1.15324 -2.53748 -1.79025
H 0.34172 2.20010 1.79863
H -1.22706 1.31022 1.72794
H 1.85135 2.47295 0.73248
H 0.52043 -3.12949 0.42171
H 0.33431 -1.51711 0.45909
H -2.09165 -1.91061 -0.46532
H 0.47260 0.21040 0.16235
H -1.78272 -3.55149 -0.49902
H -0.82316 2.82597 0.92824
H 1.34173 2.83353 -0.99513
H -0.45209 1.12368 -0.73307

Results of the Löwdin charge analysis, in e, for atoms 1 through 5: C -0.4042; C -0.2389; C -0.2545; C -0.3582; C -0.3416

---

Last place for stability: (two)

---

(one)
Entry from OMol25: 2 unconnected molecules or ions with the total composition C4H11NO3 (ωB97M-V/def2-TZVPD).

Results
SMILES = NCCCC(=O)O.O

CARTESIAN COORDINATES (ANGSTROEM)
O 1.66503 2.33680 -1.03826
O 0.42344 -2.36753 -0.98480
O 1.61864 -0.47394 -0.78435
N -1.61351 1.33062 2.20601
C -0.81760 -0.41735 -0.77666
C 0.55547 -1.01835 -0.87160
C -0.63523 0.38195 1.62931
C -1.35903 -0.59117 0.66931
H -1.54537 -0.81323 -1.47301
H 1.60356 1.51758 -1.54464
H 0.18340 0.96360 1.20161
H -2.39191 1.41442 1.57399
H 0.82275 2.31368 -0.57145
H 1.18485 -2.83982 -1.34368
H -0.24049 -0.22426 2.44483
H -1.25426 2.21858 2.52376
H -1.13683 -1.56661 1.07505
H -0.69247 0.65513 -0.89440
H -2.40535 -0.31728 0.59205

Results of the Löwdin charge analysis, in e, for atoms 1 through 5: O -0.0618; O 0.0950; O 0.1152; N -0.0112; C -0.0944

---

(two)
Entry from OMol25: 2 unconnected molecules or ions with the total composition C4H11NO3 (ωB97M-V/def2-TZVPD).

Results
SMILES = C[C@@H](N)CC(=O)O.O

CARTESIAN COORDINATES (ANGSTROEM)
O 0.35473 0.17904 -2.34559
O -4.20786 -0.36099 -0.53991
O -0.78217 1.91834 -1.53559
N 1.20952 -1.62349 -0.25374
C 1.46250 -0.40090 0.46268
C 1.23594 -0.55890 1.94059
C 0.64789 0.84076 -0.02865
C 0.12430 0.92715 -1.42955
H 1.01715 -1.49605 -1.23500
H 1.18276 1.77079 0.19620
H 1.71340 0.20842 2.53771
H -4.29844 0.49255 -0.10200
H -1.05042 2.01915 -2.46032
H 0.17354 -0.63796 2.19592
H -3.25565 -0.40329 -0.70592
H 2.49380 -0.11034 0.25242
H 1.67031 -1.50820 2.26407
H -0.23452 0.98523 0.60343
H 0.54323 -2.24133 0.18325

Results of the Löwdin charge analysis, in e, for atoms 1 through 5: O 0.0976; O -0.0590; O 0.0938; N 0.0468; C -0.4519

---

Last place for stability: (one)